Entry 1:
66
Properties=species:S:1:pos:R:3:nbo_charge:R:1 method="wB97M-V/def2-TZVPD" charge=+2 lumo_ev="-8.16 / -8.21" multiplicity=4 e_homo_ev="-11.69 / -11.69"
Cu -2.53792 -5.03980 -0.93499 0.967
Cu -0.37476 2.73279 -0.85818 0.940
Cu 1.01838 -5.72030 -2.43642 0.914
Pt 2.44891 -5.15506 1.47806 0.564
C -0.74904 -1.58648 -2.13524 -0.443
C -0.14748 -2.70078 -1.60439 0.372
C 0.87634 -2.58146 -0.46965 0.481
O 1.45200 -3.59219 0.14594 -0.862
C 1.22415 -1.35748 0.04719 -0.504
C 0.63584 -0.13526 -0.51125 0.488
C -0.50621 -0.23779 -1.66388 0.497
O -1.19646 0.80702 -1.80395 -0.660
O 0.92022 0.96572 -0.02258 -0.701
O -0.65395 -3.80947 -2.02536 -0.914
H -1.44828 -1.68977 -2.95181 0.242
H 1.99371 -1.30169 0.80287 0.229
N -0.81071 1.90097 1.85897 -0.536
C -2.10687 1.45512 1.59754 -0.129
C -2.90249 2.50197 2.00485 -0.279
C -2.14010 3.44849 2.68846 -0.297
C -0.79513 3.08698 2.51622 -0.083
H -0.04133 1.26561 1.70249 0.425
H -2.30551 0.52710 1.08207 0.211
H -3.98065 2.52516 1.94623 0.229
H -2.60233 4.28560 3.19044 0.242
H 0.15335 3.42944 2.90289 0.228
N -1.82708 5.02477 -1.74458 -0.524
C -2.37258 3.82076 -2.21385 -0.142
C -1.54344 3.35462 -3.22847 -0.316
C -0.50910 4.23969 -3.36119 -0.318
C -0.67282 5.25808 -2.47721 -0.076
H -2.29879 5.73860 -1.20787 0.439
H -3.28628 3.37777 -1.84599 0.242
H -1.51309 2.35274 -3.63061 0.242
H 0.35748 4.12814 -3.99600 0.242
H -0.05275 6.12744 -2.31554 0.237
N -3.74917 -0.25348 -2.13247 -0.520
C -4.67960 -0.22239 -1.12238 -0.096
C -5.71826 -1.06271 -1.49164 -0.312
C -5.51277 -1.44262 -2.80594 -0.296
C -4.19157 -1.10174 -3.07680 -0.095
H -2.84178 0.18840 -2.17075 0.431
H -4.36493 0.33964 -0.25548 0.206
H -6.60968 -1.16450 -0.89046 0.231
H -6.27066 -1.88880 -3.43277 0.237
H -3.53526 -1.30224 -3.91074 0.198
N 3.19835 -3.03108 3.54595 -0.505
C 1.89323 -3.30584 3.39176 0.007
C 1.59671 -4.58212 3.83580 -0.305
C 2.86181 -5.14810 4.04512 -0.341
C 3.82918 -4.20915 3.92913 0.017
H 3.70229 -2.16956 3.39127 0.453
H 1.28101 -2.51056 2.99287 0.246
H 0.63209 -5.05150 3.96067 0.273
H 3.02873 -6.10734 4.51247 0.274
H 4.88251 -4.10298 4.14269 0.261
N 3.73458 1.02901 0.22968 -0.525
C 4.56678 -0.02028 0.07969 -0.106
C 5.89569 0.40447 0.27903 -0.290
C 5.81715 1.74637 0.44238 -0.298
C 4.52713 2.12391 0.49978 -0.081
H 2.72521 1.04916 0.25940 0.427
H 4.20185 -1.00104 -0.18738 0.191
H 6.77219 -0.22625 0.26093 0.228
H 6.58680 2.49944 0.52562 0.234
H 4.03515 3.07685 0.62735 0.206


Entry 2:
44
Properties=species:S:1:pos:R:3:nbo_charge:R:1 method="wB97M-V/def2-TZVPD" charge=0 lumo_ev=0.08 e_homo_ev=-7.49
C -5.41904 -2.58789 -1.05027 -0.401
N -4.59271 -1.50209 -0.58164 -0.437
C -4.27306 -1.63149 0.83198 -0.229
C -3.79694 -0.27659 1.37579 -0.223
N -3.11403 0.47495 0.35520 -0.410
C -1.75398 0.50561 0.23090 0.218
C -1.14199 1.42063 -0.64429 -0.291
C 0.22385 1.49399 -0.75331 -0.127
C 1.07118 0.67542 0.00813 -0.169
C 2.48963 0.81592 -0.15662 -0.055
C 3.50395 0.20047 0.49689 -0.213
C 3.36959 -0.69479 1.57413 0.272
N 3.35090 -1.38144 2.49620 -0.318
C 4.90903 0.51434 0.15643 -0.086
C 5.35144 1.83421 0.20730 -0.135
C 6.66177 2.16013 -0.08736 -0.228
C 7.56083 1.16655 -0.43847 -0.198
C 7.14120 -0.14955 -0.50839 -0.234
C 5.82602 -0.46643 -0.21415 -0.045
Br 5.27190 -2.28484 -0.40122 0.068
C 0.46099 -0.23584 0.87981 -0.149
C -0.90535 -0.31919 0.98780 -0.235
C -3.98348 0.83578 -0.74624 -0.207
C -5.12315 -0.18873 -0.88205 -0.234
H -5.55106 -2.49970 -2.12746 0.201
H -4.91323 -3.52881 -0.83817 0.204
H -6.41181 -2.60933 -0.57185 0.161
H -3.48374 -2.38394 0.92299 0.199
H -5.14333 -1.97147 1.42112 0.169
H -4.66219 0.31876 1.69085 0.196
H -3.15872 -0.40693 2.24789 0.223
H -1.74842 2.09780 -1.22540 0.215
H 0.65848 2.21392 -1.43332 0.207
H 2.78744 1.51106 -0.93523 0.211
H 4.65080 2.60417 0.49672 0.212
H 6.98276 3.18957 -0.03750 0.217
H 8.58713 1.41283 -0.66345 0.219
H 7.82707 -0.93171 -0.79530 0.230
H 1.07044 -0.90275 1.46746 0.229
H -1.31760 -1.05960 1.65407 0.205
H -4.40284 1.84066 -0.59713 0.187
H -3.40199 0.83013 -1.66931 0.210
H -5.48300 -0.18195 -1.91250 0.212
H -5.97476 0.07814 -0.23103 0.160


Entry 3:
64
Properties=species:S:1:pos:R:3:nbo_charge:R:1 method="wB97M-V/def2-TZVPD" charge=-1 lumo_ev=2.71 e_homo_ev=-3.68
C -2.09453 1.47618 3.64188 -0.491
C -2.29589 1.52313 2.22906 -0.081
B -2.51037 1.33778 0.57548 -0.336
C -3.57006 0.09395 0.39174 -0.612
C -4.46073 0.13685 -0.98578 -0.500
C -5.07098 1.61193 -1.36930 0.796
O -4.56379 2.23181 -2.46834 -0.607
O -6.11025 2.34902 -0.63182 -0.762
P -0.72591 0.94024 -0.10203 0.527
C 0.32754 2.54073 0.24899 -0.927
C -0.75728 0.69584 -1.99580 -0.945
H -1.90654 1.91314 4.73679 0.241
H -2.89226 2.38214 0.19393 -0.017
H -4.26431 -0.02520 1.35454 0.228
H -2.93811 -0.91739 0.34336 0.215
H -3.91611 -0.35339 -1.92680 0.238
H -5.40360 -0.56857 -0.78964 0.215
H -5.69040 3.13882 -0.14007 0.510
H 0.73254 3.03235 -0.76038 0.205
H 1.24543 2.29858 0.97280 0.216
H -0.35626 3.32944 0.81930 0.227
H -1.89525 0.77955 -2.32714 0.231
H -0.06457 1.48399 -2.53131 0.219
H -0.40836 -0.40734 -2.20588 0.210
C 5.84099 2.41832 6.16938 -0.609
C 5.07587 1.81598 5.00084 -0.399
C 4.71682 2.83995 3.92037 -0.398
C 3.78997 3.97441 4.37295 -0.396
C 2.44551 3.52984 4.95325 -0.398
C 1.57840 2.77706 3.95544 -0.611
H 5.24707 3.16816 6.69807 0.201
H 6.10330 1.63534 6.88921 0.203
H 6.76881 2.88710 5.82841 0.196
H 4.17333 1.31414 5.36756 0.200
H 5.69660 1.03501 4.54463 0.197
H 4.25896 2.31047 3.07447 0.210
H 5.64214 3.28537 3.53291 0.192
H 3.60577 4.63143 3.51341 0.202
H 4.30582 4.59250 5.11699 0.189
H 1.89917 4.42127 5.28431 0.196
H 2.59737 2.91425 5.84608 0.185
H 1.37830 3.39154 3.07165 0.212
H 0.61835 2.51760 4.41198 0.225
H 2.05246 1.84665 3.62948 0.202
C -0.36597 -6.00140 -6.40824 -0.609
C -1.32372 -5.83666 -5.23807 -0.398
C -1.95591 -4.44388 -5.16493 -0.397
C -0.97254 -3.28678 -4.95286 -0.399
C -0.10246 -3.38817 -3.69801 -0.399
C -0.90543 -3.37634 -2.40600 -0.614
H 0.48791 -5.32365 -6.33036 0.203
H 0.02414 -7.02476 -6.43218 0.203
H -0.87426 -5.81224 -7.35836 0.198
H -0.80788 -6.07254 -4.30042 0.196
H -2.12734 -6.57636 -5.33997 0.196
H -2.70257 -4.44010 -4.35994 0.203
H -2.51135 -4.25775 -6.09313 0.196
H -1.54554 -2.35163 -4.91289 0.210
H -0.31755 -3.19930 -5.82754 0.193
H 0.58787 -2.53611 -3.68518 0.208
H 0.52129 -4.28746 -3.73490 0.185
H -1.50528 -2.46373 -2.32834 0.215
H -0.23203 -3.41336 -1.54425 0.217
H -1.57637 -4.23776 -2.33941 0.193


Entry 4:
14
Properties=species:S:1:pos:R:3:nbo_charge:R:1 method="wB97M-V/def2-TZVPD" charge=-1 lumo_ev="2.77 / 2.64" e_homo_ev="-4.46 / -4.34" e_above_lowest_kj_mol=270.89
C 0.51895 -1.31940 -0.63897 -0.543
N 0.65963 0.96370 1.11758 -1.079
N -1.21758 -0.07566 -1.15744 -0.956
O -1.92067 1.46742 0.66896 -1.035
O -2.00296 -1.00796 0.84684 -1.046
O 1.78917 0.97989 -1.14352 -0.970
O 2.72335 -0.21971 0.70778 -0.978
S -2.27636 0.17687 -0.00908 1.705
S 1.47858 0.09339 -0.01576 2.200
H 0.74589 -1.67559 -1.60638 0.212
H -0.23392 -1.84510 -0.05069 0.279
H -0.39565 1.23816 0.93287 0.438
H 0.75683 0.62498 1.98246 0.376
H -0.62527 0.59902 -1.63464 0.396


Entry 5:
17
Properties=species:S:1:pos:R:3:nbo_charge:R:1 method="wB97M-V/def2-TZVPD" charge=+1 lumo_ev=-9.12 e_homo_ev=-11.58 e_above_lowest_kj_mol=971.21
O 2.31983 -0.89319 -0.10150 -0.232
C 1.09152 -1.05278 -0.00533 0.201
C -0.11121 -0.26193 0.04238 0.382
C -1.66236 -0.74868 0.06875 -0.552
C -2.60659 -0.06392 -0.92643 -0.451
S -4.10514 0.80918 0.35510 -0.017
N 8.15962 0.95398 0.19627 -1.078
H 0.87102 -2.16195 -0.07872 0.158
H -0.10640 0.76935 -0.03200 0.210
H -1.83086 -0.63816 1.17864 0.322
H -1.51694 -1.86710 0.13328 0.283
H -3.08393 1.05722 -0.75354 0.266
H -3.17167 -0.91829 -1.33338 0.260
H -4.88537 1.35402 -0.55846 0.170
H 8.14438 1.01686 -0.89997 0.365
H 7.94014 0.04849 0.54878 0.360
H 7.37776 1.62413 0.47576 0.353


Calculated F_max, 0.0672; 0.0251; 0.2025; 0.1096; 0.1213 hartree/bohr (same order as the records).